No. 1
66
Properties=species:S:1:pos:R:3:forces:R:3 method="wB97M-V/def2-TZVPD" multiplicity=5 total_charge=+1 s_squared=6.0243 e_tot_ha=-7270.308596 lumo_energy_ev="-2.422 / -6.313" largest_force_ev_per_a=1.03
Pt 0.264 -0.143 0.377 0.096 0.255 -0.994
N -1.642 -1.067 -1.796 0.099 -0.207 -0.267
C -1.810 -1.599 -3.010 0.099 0.009 0.050
C -0.567 -1.990 -3.469 -0.001 -0.019 0.036
C 0.313 -1.651 -2.444 0.083 -0.017 -0.042
N -0.349 -1.087 -1.435 -0.274 -0.096 0.178
H -2.327 -0.696 -1.135 -0.100 0.100 0.155
H -2.784 -1.660 -3.458 -0.068 -0.007 -0.031
H -0.333 -2.455 -4.408 0.014 -0.009 -0.057
H 1.379 -1.782 -2.386 0.066 0.002 -0.005
C -0.017 -4.140 0.435 0.013 0.027 -0.014
Si -0.206 -3.564 2.190 -0.310 0.098 -0.048
C 1.414 -3.409 3.090 0.008 0.009 -0.008
C -1.516 -4.486 3.134 0.071 -0.064 -0.004
As -1.083 -1.331 2.006 0.343 -0.067 0.470
Si -1.577 -0.130 4.008 -0.178 -0.027 -0.051
C -3.414 -0.296 4.221 0.007 -0.027 -0.017
C -1.011 1.620 3.737 0.024 -0.022 -0.060
C -0.606 -0.969 5.356 0.008 0.014 -0.017
H 0.382 -5.156 0.412 0.007 -0.047 0.010
H 0.669 -3.498 -0.118 0.019 -0.004 -0.015
H -0.977 -4.141 -0.084 -0.003 -0.002 -0.017
H 1.946 -4.360 3.025 0.028 -0.039 0.025
H 1.266 -3.174 4.143 -0.001 0.010 0.039
H 2.048 -2.640 2.648 0.023 0.010 -0.031
H -1.318 -5.559 3.113 0.019 -0.051 0.015
H -2.501 -4.321 2.697 -0.019 -0.012 -0.019
H -1.546 -4.175 4.178 -0.021 0.021 0.041
H -3.939 -0.028 3.303 -0.018 0.034 -0.009
H -3.778 0.342 5.027 -0.001 0.025 0.038
H -3.675 -1.327 4.465 -0.029 -0.019 0.003
H -1.419 2.051 2.823 -0.024 -0.003 -0.021
H 0.077 1.664 3.668 0.023 0.025 0.031
H -1.321 2.240 4.581 -0.004 0.034 0.036
H -0.883 -2.015 5.474 -0.023 -0.045 0.001
H -0.814 -0.464 6.302 0.000 0.017 0.050
H 0.468 -0.910 5.177 0.046 0.006 -0.004
F -1.066 6.215 2.097 -0.021 0.003 0.019
C -1.344 5.510 1.001 0.012 -0.047 -0.055
C -2.206 4.492 1.026 0.113 0.084 0.066
N -2.504 3.764 -0.105 -0.109 0.047 -0.085
C -3.276 2.547 -0.023 -0.002 -0.024 0.018
C -2.408 1.302 0.134 -0.045 0.270 -0.047
O -2.964 0.203 0.209 -0.283 -0.322 0.085
O -1.154 1.506 0.155 0.185 0.130 0.062
C -1.870 4.002 -1.311 0.049 0.032 0.009
O -2.044 3.306 -2.286 -0.040 -0.061 -0.086
N -1.026 5.091 -1.310 0.013 0.012 0.005
C -0.662 5.902 -0.235 -0.046 -0.019 0.044
O 0.125 6.804 -0.352 0.059 0.043 0.014
H -2.711 4.207 1.939 -0.027 0.010 -0.003
H -3.850 2.427 -0.941 -0.012 -0.026 0.060
H -3.976 2.601 0.813 0.042 0.015 -0.026
H -0.581 5.300 -2.195 -0.024 -0.020 0.029
F 7.368 0.034 0.254 -0.054 0.019 0.003
C 6.112 0.392 0.425 -0.018 0.013 -0.002
C 5.792 1.728 0.638 -0.054 -0.062 0.006
F 6.750 2.637 0.668 -0.015 -0.003 0.005
C 4.469 2.085 0.816 0.133 0.007 -0.033
F 4.188 3.363 1.021 -0.033 -0.031 -0.011
C 3.437 1.137 0.794 -0.071 0.156 -0.035
Se 1.679 1.736 1.050 0.104 -0.067 0.486
C 3.798 -0.194 0.577 0.131 -0.116 -0.003
F 2.869 -1.160 0.536 0.032 -0.018 0.001
C 5.110 -0.573 0.391 -0.034 0.053 0.023
F 5.424 -1.844 0.183 -0.011 0.007 0.004

---

No. 2
20
Properties=species:S:1:pos:R:3:forces:R:3 method="wB97M-V/def2-TZVPD" total_charge=+1 relative_energy_ev=2.550 e_tot_ha=-344.673137 lumo_energy_ev=-3.261 largest_force_ev_per_a=4.41
C 2.743 0.343 -0.121 0.749 1.297 -3.467
C -2.374 -1.033 -0.027 0.997 -1.601 0.843
C 1.337 0.512 0.309 -0.258 0.842 -0.080
C -1.714 0.315 -0.080 -0.454 0.279 1.562
N -1.584 1.017 1.065 -2.338 -3.688 -0.605
N 0.339 -0.346 -0.279 1.141 -1.136 -0.548
O -1.660 0.973 -1.219 0.650 0.014 -0.678
H 3.487 -0.219 0.399 -0.176 -0.802 0.699
H 2.711 -0.007 -1.222 0.434 0.463 1.556
H 3.138 1.376 -0.165 0.215 -0.543 -0.110
H -1.496 -1.689 -0.294 -1.338 0.091 0.365
H -3.129 -1.187 -0.806 0.078 0.390 0.302
H -2.772 -1.378 1.008 0.750 0.891 -1.813
H 1.010 1.503 0.184 -0.158 1.632 -0.680
H 1.262 0.407 1.331 -0.230 -0.528 2.526
H -2.080 0.630 1.896 0.922 0.778 -1.036
H -1.262 1.920 1.045 0.780 2.542 0.075
H 0.588 -0.455 -1.276 -0.151 -0.176 0.514
H 0.669 -1.175 0.194 -0.850 -1.308 -0.521
H -1.375 0.414 -1.993 -0.761 0.562 1.095

---

No. 3
80
Properties=species:S:1:pos:R:3:forces:R:3 method="wB97M-V/def2-TZVPD" total_charge=+1 relative_energy_ev=1.037 e_tot_ha=-3390.177305 lumo_energy_ev=-2.222 largest_force_ev_per_a=1.35
Zn -0.413 -2.309 0.156 -0.188 0.933 0.291
C 3.375 -3.415 0.518 -0.115 0.080 0.069
C 2.386 -2.685 -0.374 0.294 -0.304 -0.358
C 3.077 -1.810 -1.411 -0.096 -0.011 0.091
O 1.525 -1.830 0.463 0.306 -0.293 -0.041
C 1.501 -3.725 -1.126 -0.156 0.108 0.150
O 2.054 -4.553 -1.808 -0.004 0.111 0.057
O 0.213 -3.605 -0.964 0.604 -0.900 -0.802
H 4.126 -2.724 0.909 -0.014 -0.010 0.032
H 3.878 -4.188 -0.058 0.013 0.035 -0.036
H 2.854 -3.893 1.351 0.034 -0.035 -0.011
H 3.829 -1.170 -0.945 -0.031 0.029 0.013
H 2.345 -1.181 -1.922 0.028 0.002 -0.026
H 3.561 -2.453 -2.143 0.031 0.014 0.011
H 2.064 -1.487 1.184 -0.162 0.150 0.115
C 3.838 2.470 -0.678 -0.034 -0.024 0.002
C 2.568 3.303 -0.511 -0.315 -0.279 0.173
C 2.050 3.699 -1.892 -0.040 -0.006 0.045
C 2.867 4.536 0.331 -0.008 -0.049 -0.014
Sb 1.023 1.921 0.318 -0.133 0.421 0.199
C 1.510 1.713 2.495 -0.096 0.139 -0.453
C 0.579 0.630 3.040 -0.003 0.077 0.006
C 2.961 1.246 2.588 -0.070 0.039 -0.016
C 1.345 2.996 3.300 0.015 -0.057 -0.003
C -0.877 3.134 0.316 0.467 -0.122 0.021
C -0.625 4.617 0.566 -0.040 -0.032 0.025
C -1.512 2.958 -1.064 0.072 0.097 0.035
C -1.822 2.594 1.385 0.090 0.063 -0.055
H 4.576 3.043 -1.248 0.012 0.008 0.001
H 3.644 1.543 -1.224 0.033 0.005 -0.012
H 4.289 2.218 0.283 0.011 -0.024 -0.059
H 2.804 4.298 -2.413 0.019 -0.005 0.000
H 1.139 4.297 -1.833 0.043 0.012 -0.044
H 1.844 2.818 -2.507 -0.007 0.030 -0.033
H 3.606 5.152 -0.193 0.010 0.012 0.017
H 3.295 4.264 1.297 0.003 0.046 -0.017
H 1.983 5.150 0.500 0.071 0.003 0.026
H 0.548 -0.255 2.396 0.035 -0.047 0.017
H -0.443 0.997 3.139 -0.009 -0.050 0.011
H 0.913 0.308 4.032 -0.002 0.012 0.012
H 3.168 0.379 1.950 0.031 -0.001 0.006
H 3.194 0.967 3.621 0.002 -0.024 0.001
H 3.649 2.042 2.302 0.027 -0.055 0.001
H 0.335 3.399 3.234 0.014 0.009 0.042
H 2.041 3.767 2.970 -0.046 0.012 0.040
H 1.549 2.792 4.358 0.013 0.027 0.004
H -0.060 5.068 -0.249 -0.006 0.034 0.055
H -0.088 4.787 1.500 -0.018 0.056 -0.031
H -1.581 5.151 0.630 -0.013 -0.014 -0.006
H -0.833 3.251 -1.866 -0.053 -0.034 -0.020
H -2.399 3.598 -1.135 -0.023 -0.019 -0.016
H -1.839 1.934 -1.251 0.007 -0.051 -0.019
H -1.470 2.842 2.386 -0.068 -0.064 0.031
H -1.948 1.507 1.331 -0.024 -0.012 0.014
H -2.812 3.047 1.264 -0.010 -0.005 -0.013
N -1.242 -0.693 -0.777 -0.078 0.178 -0.118
C -2.131 -1.035 -1.866 -0.101 -0.055 -0.109
C -3.460 -1.333 -1.605 0.047 -0.014 0.067
C -4.300 -1.678 -2.654 -0.028 -0.034 0.018
C -3.817 -1.727 -3.954 -0.016 -0.005 -0.001
C -2.485 -1.427 -4.203 -0.008 -0.005 0.002
C -1.641 -1.077 -3.161 0.103 -0.030 0.051
H -1.748 -0.145 -0.087 0.046 0.136 -0.004
H -0.481 -0.098 -1.112 -0.022 0.006 0.188
H -3.839 -1.287 -0.590 0.001 0.007 -0.006
H -5.338 -1.910 -2.452 -0.003 0.036 -0.010
H -4.480 -1.988 -4.767 0.023 -0.015 -0.007
H -2.097 -1.465 -5.212 -0.014 0.013 -0.002
H -0.600 -0.843 -3.355 -0.011 -0.014 -0.004
C -3.685 -5.639 -0.449 -0.002 -0.027 -0.166
N -3.526 -4.972 0.847 -0.128 -0.185 -0.003
C -4.505 -5.253 1.898 -0.116 0.017 0.099
C -2.674 -4.008 0.967 0.106 0.204 0.081
N -1.906 -3.145 1.064 -0.466 -0.317 0.331
H -4.594 -5.293 -0.944 0.014 0.016 0.026
H -3.752 -6.714 -0.288 0.030 0.015 0.048
H -2.825 -5.430 -1.082 0.013 0.024 0.031
H -5.492 -4.890 1.605 0.029 0.005 -0.023
H -4.208 -4.771 2.825 0.036 0.000 -0.016
H -4.555 -6.329 2.055 0.045 0.007 -0.001

---

No. 4
30
Properties=species:S:1:pos:R:3:forces:R:3 method="wB97M-V/def2-TZVPD" relative_energy_ev=5.436 e_tot_ha=-762.657663 lumo_energy_ev=0.386 smiles="NCC(=O)N[C@@H](Cc1ccccc1)C(=O)O" largest_force_ev_per_a=9.51
N -0.224 2.538 -1.379 0.393 0.900 1.236
C -0.318 2.666 0.134 3.764 1.366 -0.721
C 0.364 1.466 0.790 0.261 0.947 -1.843
O 0.178 1.404 1.957 -0.318 -1.547 3.302
N 1.276 0.768 0.054 0.393 0.848 -2.841
C 1.777 -0.559 0.403 -1.685 -0.482 0.646
C 0.866 -1.685 -0.157 5.064 -1.625 -1.544
C -0.574 -1.552 -0.100 -0.912 -0.745 -0.109
C -1.125 -1.589 1.154 -2.416 1.746 3.580
C -2.467 -0.969 1.353 3.714 -1.332 2.391
C -3.169 -0.789 0.239 -2.778 0.058 -4.018
C -2.805 -0.936 -1.121 7.622 -2.619 5.046
C -1.378 -1.385 -1.239 -2.240 3.270 -2.596
C 3.305 -0.897 0.046 -1.179 1.986 -0.314
O 3.898 -1.922 -0.177 -1.005 1.135 0.782
O 3.801 0.381 -0.073 5.963 -1.196 1.943
H -0.111 3.392 -1.966 -0.693 -1.128 0.992
H -0.975 1.892 -1.630 0.237 0.692 -0.482
H 0.441 3.475 0.761 -2.234 -1.448 -2.660
H -1.304 2.845 0.498 -0.612 -0.172 0.388
H 1.356 1.181 -0.949 -0.329 -1.299 2.228
H 1.563 -0.620 1.478 0.922 0.203 0.122
H 1.432 -2.559 0.483 -2.037 1.178 -2.074
H 1.216 -1.654 -1.261 -0.687 -1.007 1.461
H -0.531 -1.937 2.104 -0.988 0.980 -2.090
H -2.866 -0.567 2.357 0.746 -1.401 -1.595
H -4.224 -0.711 0.234 -1.226 1.116 1.051
H -3.400 -0.820 -1.911 -2.361 0.474 -2.864
H -0.933 -1.184 -2.319 -0.497 -1.047 2.419
H 4.931 0.324 0.235 -4.884 0.149 -1.835